[1]
Here is a 13-piece molecular cluster, C78H190N11O13 overall at a distorted geometry from the OMol25 dataset. Energies are from ωB97M-V/def2-TZVPD.

```
292
C78H190N11O13 (ωB97M-V/def2-TZVPD)
C 4.88371 -3.88155 1.31250
N 4.47747 -2.86356 0.22133
C 5.47872 -2.91855 -0.88270
C 3.09116 -3.23947 -0.26467
C 4.42081 -1.39398 0.79750
C 3.78961 -1.16219 2.16794
O 2.52071 -1.71105 2.34692
H 4.09538 -3.95056 2.06209
H 5.79004 -3.48697 1.77183
H 5.07547 -4.88807 0.94068
H 5.81472 -3.93362 -1.09446
H 6.36210 -2.33226 -0.62972
H 4.98313 -2.40517 -1.70668
H 3.18816 -4.28732 -0.54876
H 2.83924 -2.50848 -1.03297
H 2.34398 -3.13166 0.52159
H 3.96118 -0.74487 0.05219
H 5.45107 -1.03840 0.81219
H 3.68046 -0.08494 2.29324
H 4.31124 -1.54219 3.04635
H 1.90870 -1.08769 1.94884
C -7.15401 -0.58560 0.19172
N -5.73376 -1.21741 0.17904
C -5.85999 -2.55984 0.97140
C -5.41664 -1.53666 -1.33069
C -4.73469 -0.27753 0.85892
C -3.22914 -0.67010 0.73386
O -3.01953 -1.93696 1.15684
H -7.49699 -0.49813 1.22264
H -7.79242 -1.30490 -0.32126
H -7.13831 0.37221 -0.32834
H -6.07703 -2.32637 2.01375
H -5.00188 -3.20409 0.77985
H -6.67481 -3.09458 0.48332
H -4.45829 -2.05383 -1.28389
H -5.30026 -0.56888 -1.81849
H -6.22281 -2.17055 -1.69999
H -5.05487 -0.24852 1.90043
H -4.93824 0.67486 0.36941
H -2.65169 -0.07221 1.43897
H -2.85020 -0.55681 -0.28185
H -3.24994 -1.97633 2.08795
C -0.38560 -3.41898 -4.66394
N -1.01551 -3.11178 -3.30747
C -0.08481 -3.60166 -2.16364
C -1.16190 -1.53560 -3.25886
C -2.43980 -3.78132 -3.14372
C -2.42366 -5.35530 -3.48909
O -1.52309 -6.13462 -2.68908
H -1.10247 -3.09700 -5.41927
H -0.12137 -4.47421 -4.73294
H 0.53731 -2.83928 -4.64694
H 0.81990 -2.99852 -2.23994
H 0.22121 -4.63885 -2.30036
H -0.55599 -3.37003 -1.20843
H -1.38955 -1.30660 -2.21778
H -1.81718 -1.24459 -4.07985
H -0.20722 -1.03878 -3.43165
H -3.16851 -3.22245 -3.73085
H -2.73102 -3.71545 -2.09541
H -2.22339 -5.54935 -4.54282
H -3.44355 -5.69353 -3.30599
H -1.80084 -7.04848 -2.78558
C -2.22159 3.42463 4.83446
N -3.29067 3.43094 3.65373
C -4.00873 2.09568 3.67816
C -4.38666 4.48319 3.95225
C -2.79534 3.86927 2.25404
C -1.92825 2.88855 1.54622
O -0.88646 2.43215 2.33423
H -1.38016 2.75884 4.64261
H -2.62751 3.34757 5.84312
H -1.78870 4.42301 4.77169
H -4.37341 1.95288 4.69537
H -3.29216 1.30757 3.44685
H -4.77520 2.05370 2.90429
H -3.93394 5.47473 3.95081
H -4.61540 4.19630 4.97864
H -5.25692 4.39072 3.30247
H -2.29307 4.81661 2.44990
H -3.60886 4.22882 1.62395
H -1.48152 3.34822 0.66462
H -2.54021 2.06378 1.18103
H -0.41917 1.76879 1.82121
C 6.93673 -1.80411 -4.29289
C 6.24937 -1.22630 -5.50292
C 4.74110 -1.11110 -5.27736
N 4.06502 -0.48539 -6.48231
C 4.58103 0.93066 -6.90732
C 2.55125 -0.44778 -6.20115
C 1.89823 -1.35266 -7.25329
C 2.78127 -1.38500 -8.43170
C 4.12678 -1.43515 -7.71606
H 6.82565 -1.22287 -3.37751
H 7.98488 -2.05992 -4.44789
H 6.69331 -2.86222 -4.19670
H 6.60221 -1.74085 -6.39669
H 6.68992 -0.24363 -5.67135
H 4.63558 -0.34949 -4.50476
H 4.13193 -1.99141 -5.07223
H 3.84983 1.30615 -7.62319
H 5.49880 0.70391 -7.44989
H 4.64821 1.64079 -6.08312
H 2.31005 0.61079 -6.29790
H 2.24056 -0.76352 -5.20522
H 0.86926 -1.00747 -7.35415
H 1.76719 -2.37907 -6.91065
H 2.52644 -0.46338 -8.95494
H 2.45768 -2.25450 -9.00386
H 5.03489 -1.36202 -8.31447
H 4.14763 -2.43375 -7.27963
C 2.41896 1.58671 4.82353
C 1.21502 0.61771 4.63016
C 1.10786 -0.31626 5.84487
N -0.29953 -1.13107 5.93068
C -0.48594 -1.81435 4.53819
C -0.24235 -2.03711 7.19255
C -1.55604 -1.93564 7.85690
C -1.99084 -0.45745 7.69063
C -1.47180 -0.13912 6.23456
H 3.38074 1.09327 4.96354
H 2.34976 2.27243 5.66799
H 2.61304 2.23396 3.96825
H 1.34475 0.08253 3.68949
H 0.32764 1.24347 4.72546
H 1.29661 0.21190 6.77949
H 1.86913 -1.08152 5.69339
H -1.39450 -2.41545 4.57443
H 0.38204 -2.32345 4.11923
H -0.67245 -0.98553 3.85528
H 0.02013 -3.04430 6.86888
H 0.57541 -1.80838 7.87596
H -2.26981 -2.64060 7.43069
H -1.40752 -2.05603 8.93000
H -3.07020 -0.30554 7.68601
H -1.57134 0.20365 8.44897
H -2.32882 -0.45387 5.63912
H -1.31285 0.93857 6.19687
C -0.27710 -4.72058 2.24974
C -0.71276 -5.85120 1.19107
C -1.50807 -6.96331 1.92170
N -3.05776 -6.80378 1.92946
C -3.59301 -7.34233 0.56363
C -3.59663 -5.35825 2.25168
C -5.02388 -5.65201 2.74136
C -4.98698 -6.99975 3.40021
C -3.62166 -7.63638 3.02769
H 0.15053 -5.15400 3.15383
H -1.04053 -4.10690 2.72795
H 0.48206 -4.09522 1.77996
H 0.17319 -6.31312 0.75540
H -1.19828 -5.32357 0.37011
H -1.29737 -7.02751 2.98922
H -1.29941 -7.78435 1.23580
H -3.41238 -8.41209 0.45833
H -3.04877 -6.77682 -0.19274
H -4.66003 -7.12300 0.52558
H -3.69492 -4.84408 1.29561
H -2.93285 -4.91123 2.99173
H -5.80118 -5.55088 1.98394
H -5.34871 -4.84780 3.40154
H -5.81808 -7.68869 3.24947
H -4.91794 -6.70534 4.44742
H -3.63453 -8.68194 2.71987
H -2.97917 -7.57264 3.90589
C 1.36026 4.87443 3.60980
C 1.95181 4.45411 2.24349
C 2.16928 5.60952 1.36797
N 2.52383 5.38451 -0.11898
C 3.98041 4.81444 -0.21747
C 2.42368 6.72751 -0.80850
C 2.44565 6.40434 -2.30709
C 1.66908 5.10729 -2.42700
C 1.48231 4.60873 -0.96331
H 1.36178 4.06199 4.33647
H 0.34842 5.22455 3.40560
H 2.01911 5.63060 4.03666
H 1.44853 3.67051 1.67712
H 2.92335 4.06875 2.55287
H 2.97096 6.26074 1.71627
H 1.25941 6.20823 1.41002
H 4.69404 5.52037 0.20739
H 4.16817 4.58582 -1.26655
H 3.96713 3.84033 0.27143
H 3.19903 7.43370 -0.51145
H 1.45922 7.16338 -0.54785
H 3.51151 6.41066 -2.53511
H 1.83391 7.15476 -2.80784
H 2.11053 4.28105 -2.98428
H 0.76266 5.28544 -3.00559
H 1.58638 3.55182 -0.71794
H 0.55038 4.99185 -0.54761
C 0.59845 3.35517 -5.50460
C -0.93066 3.13118 -5.64656
N -1.31406 2.64708 -7.09910
C -0.30668 1.51363 -7.45287
C -2.75435 1.91473 -6.94586
C -3.86237 2.97622 -6.78978
C -1.23475 3.80255 -8.19435
C -1.40206 3.35249 -9.67389
O -2.60436 2.65569 -9.90712
C -2.53183 1.97658 -11.13882
H 1.16732 2.43553 -5.36771
H 0.78469 4.04124 -4.67834
H 1.05498 3.88999 -6.33745
H -1.63737 3.91519 -5.37456
H -1.24068 2.28832 -5.02883
H 0.66636 1.92466 -7.72182
H -0.76732 0.96436 -8.27398
H -0.28097 0.86391 -6.57805
H -2.65295 1.18172 -6.14554
H -2.89392 1.28173 -7.82219
H -3.86486 3.53405 -7.72622
H -3.76891 3.66178 -5.94754
H -4.77261 2.38838 -6.67143
H -0.36339 4.40393 -7.93517
H -2.04244 4.45882 -7.87022
H -0.59381 2.67574 -9.95110
H -1.30286 4.14725 -10.41323
H -1.91313 1.08154 -11.20375
H -2.15231 2.62705 -11.92683
H -3.47370 1.59931 -11.53711
C -4.46349 6.39037 -4.67285
C -4.55204 6.26072 -3.14830
N -3.25384 6.55960 -2.41560
C -2.79229 7.99521 -2.74874
C -3.53306 6.44622 -0.83765
C -4.07166 7.82978 -0.25417
C -2.04364 5.61540 -2.78524
C -2.12238 4.14753 -2.31180
O -2.99960 3.43913 -3.15800
C -2.92042 2.04627 -2.90716
H -5.44184 6.20989 -5.11823
H -3.72408 5.77831 -5.18933
H -4.26356 7.43672 -4.90367
H -4.77483 5.25323 -2.79699
H -5.28403 6.97107 -2.76398
H -2.10519 8.35426 -1.98253
H -3.59039 8.73693 -2.78014
H -2.30483 7.95298 -3.72276
H -2.57774 6.19714 -0.37567
H -4.26061 5.65950 -0.63801
H -5.14246 7.87748 -0.45219
H -3.51096 8.70114 -0.59249
H -3.93220 7.78718 0.82603
H -1.19484 6.18196 -2.40229
H -2.04028 5.61249 -3.87523
H -2.41909 4.08464 -1.26485
H -1.11270 3.74610 -2.39835
H -1.98321 1.55147 -2.65239
H -3.47358 1.52490 -3.68837
H -3.49556 1.77515 -2.02183
C 6.47964 -5.32181 9.44558
C 6.30559 -3.85657 8.87995
N 4.90742 -3.31951 9.10347
C 4.63044 -2.98569 10.58410
C 4.78809 -1.94866 8.24191
C 5.82153 -0.89058 8.48478
C 3.72944 -4.29559 8.69760
C 3.62716 -4.66249 7.18455
O 2.98865 -3.67748 6.40719
C 2.83973 -4.13201 5.04780
H 5.99967 -6.09537 8.84613
H 6.10956 -5.49614 10.45590
H 7.53631 -5.53033 9.61314
H 6.75726 -3.79173 7.89006
H 6.97475 -3.20450 9.44130
H 4.39797 -3.82514 11.23937
H 3.82503 -2.26185 10.70848
H 5.39934 -2.34107 11.00996
H 3.82656 -1.46437 8.41226
H 4.80214 -2.15612 7.17192
H 5.56778 -0.03407 7.86019
H 6.86766 -1.14627 8.31647
H 5.70383 -0.63857 9.53869
H 2.81546 -3.80481 9.03208
H 3.85925 -5.15342 9.35743
H 3.10514 -5.61935 7.18043
H 4.63348 -4.90830 6.84543
H 2.28857 -3.30302 4.60385
H 2.19252 -5.00903 5.04024
H 3.83748 -4.34718 4.66531
O -0.36326 0.82411 -0.55597
C 0.33041 -0.01612 0.18217
O 1.21931 -0.71685 -0.31983
O 0.14764 -0.11612 1.46659
H 0.26114 0.84527 -1.28486
O 2.98040 -0.14232 -2.47430
C 2.39459 0.85230 -3.11745
O 3.00040 1.61693 -3.86973
O 1.21827 1.08632 -2.87644
H 2.28031 -0.43056 -1.88405
```

Calculated values
**F_max**: 5.59 eV Å⁻¹
**Gap between HOMO and LUMO**: 7.41 eV
**Total charge**: +9
**Lowest unoccupied orbital energy**: -15.6 eV
**M**: 1490.44 Da

=====

[2]
Here is a 2-piece molecular cluster, C3H5OP overall at a distorted geometry from the OMol25 dataset. Energies are from ωB97M-V/def2-TZVPD.

```
10
C3H5OP (ωB97M-V/def2-TZVPD)
C -0.78717 -0.16303 -0.19819
C -1.45936 0.71060 0.48766
C 0.70602 -0.11182 -0.14331
O -4.58305 -0.40781 -0.89599
P -4.25312 0.15464 0.38737
H -1.40188 -1.01917 -0.75628
H -0.97006 1.55849 1.08801
H 0.85668 0.90474 0.19605
H 1.07928 -0.75663 0.65038
H 1.27079 -0.28728 -1.01616
```

Calculated values
**F_max**: 3.41 eV Å⁻¹
**Gap between HOMO and LUMO (alpha / beta)**: 7.17 / 6.57 eV
**Total charge**: 0
**Lowest unoccupied orbital energy (alpha / beta)**: -1.1 / -1.2 eV
**M**: 88.05 Da
**ΔE to the lowest compared entry with this formula, charge and spin**: 64.52 kcal per mole

=====

[3]
Here is C48H44N5P2Se2V as an isolated structure at a distorted geometry from the OMol25 dataset. Energies are from ωB97M-V/def2-TZVPD.

```
102
C48H44N5P2Se2V (ωB97M-V/def2-TZVPD)
V 0.35571 -0.35136 0.72693
C 2.96474 -1.73319 2.23235
N 2.03254 -1.95780 1.10331
C 2.77163 -2.15120 -0.13921
C 1.78712 -2.19213 -1.30794
C 2.29754 -2.61799 -2.53230
C 1.56146 -2.40667 -3.69243
C 0.29941 -1.90138 -3.50910
C -0.21598 -1.65281 -2.20159
N 0.52077 -1.72805 -1.07935
C 1.19608 -3.13258 1.51912
C 0.28025 -2.65488 2.63392
C -0.00137 -3.48904 3.73157
C -0.91739 -3.06747 4.64242
C -1.46793 -1.80158 4.47612
C -1.11247 -1.03352 3.37167
N -0.21947 -1.44922 2.51699
C 3.97596 -0.62552 2.01699
C 5.20427 -0.96749 1.52078
C 6.22123 -0.00638 1.44205
C 5.93798 1.22207 1.96402
C 4.62652 1.44801 2.41453
N 3.66251 0.56959 2.46702
H 3.44135 -2.67296 2.45677
H 2.38422 -1.51596 3.15630
H 3.28893 -3.10714 -0.19054
H 3.44778 -1.34295 -0.31260
H 3.31496 -3.03177 -2.45860
H 2.03276 -2.53843 -4.63621
H -0.32607 -1.80271 -4.37315
H -1.29429 -1.56084 -1.94759
H 1.83001 -3.95285 1.80872
H 0.58196 -3.59726 0.67504
H 0.49550 -4.45060 3.68064
H -1.14315 -3.71123 5.48365
H -2.10225 -1.41291 5.24844
H -1.55453 -0.10203 2.99232
H 5.43187 -2.01089 1.15911
H 7.18561 -0.19674 1.05693
H 6.68174 2.02408 1.94719
H 4.42950 2.41652 2.82944
Se -2.44639 -3.22746 0.53333
P -3.32775 -1.29661 0.30534
Se -2.04300 0.50552 0.21365
C -4.56637 -1.09667 1.58628
C -4.75286 0.15681 2.29723
C -5.95622 0.35099 2.95078
C -6.86192 -0.71116 3.04153
C -6.66549 -1.92314 2.45861
C -5.54072 -2.10184 1.65676
C -4.40915 -1.08051 -1.13011
C -5.30732 -0.00778 -1.16938
C -6.22153 0.07364 -2.23567
C -6.14826 -0.84018 -3.27133
C -5.29234 -1.92267 -3.19590
C -4.35316 -2.00089 -2.19647
H -3.95896 0.92070 2.24847
H -6.08218 1.35429 3.48617
H -7.76654 -0.59519 3.69367
H -7.40071 -2.70377 2.66608
H -5.51497 -2.94265 0.95036
H -5.32483 0.72797 -0.33791
H -6.93500 0.83391 -2.40712
H -6.73303 -0.75382 -4.18169
H -5.41218 -2.70393 -3.98149
H -3.60603 -2.82592 -2.17900
N 0.99051 1.55986 2.01687
C 0.26315 2.60460 1.32959
C -0.62301 3.38586 2.09354
C -1.26072 4.41600 1.44918
C -1.07226 4.61263 0.02070
C -0.25339 3.80338 -0.74606
C 0.41547 2.77116 -0.10228
P 1.40735 1.46453 -1.04033
C 0.91801 1.45639 -2.72563
C 1.70562 1.84042 -3.81589
C 1.22183 1.66610 -5.13236
C -0.08128 1.29589 -5.32312
C -0.91442 1.03076 -4.23538
C -0.39579 1.06869 -2.96992
C 3.17739 2.09335 -0.99933
C 3.47987 3.20619 -0.25070
C 4.79767 3.67112 -0.21659
C 5.77722 3.01418 -0.90994
C 5.42644 1.86622 -1.62771
C 4.14734 1.33707 -1.67743
H 0.70189 1.60156 2.99626
H 1.97686 1.44514 1.89025
H -0.74023 3.27444 3.14958
H -1.96135 5.06532 1.94496
H -1.55958 5.41137 -0.47347
H -0.03601 4.09239 -1.78140
H 2.58558 2.39344 -3.60964
H 1.73507 1.99211 -6.02403
H -0.48766 1.25658 -6.33773
H -2.02700 0.71565 -4.28072
H -1.02076 0.87636 -2.06479
H 2.61757 3.79981 0.12781
H 4.95224 4.70109 0.19704
H 6.81136 3.32902 -0.97264
H 6.24149 1.42840 -2.28478
H 3.82344 0.51054 -2.30986
```

Calculated values
**F_max**: 2.91 eV Å⁻¹
**Spin multiplicity**: 4
**Gap between HOMO and LUMO (alpha / beta)**: 7.70 / 7.61 eV
**Total charge**: +1
**Lowest unoccupied orbital energy (alpha / beta)**: -1.8 / -1.9 eV
**<S²>**: 3.76
**M**: 961.73 Da
**ΔE to the lowest compared entry with this formula, charge and spin**: 45.64 kcal per mole

=====

[4]
Here is a 4-piece molecular cluster, C16H18Cl4N2O4 overall at a distorted geometry from the OMol25 dataset. Energies are from ωB97M-V/def2-TZVPD.

```
44
C16H18Cl4N2O4 (ωB97M-V/def2-TZVPD)
Cl 19.51068 -16.31913 4.92854
C 19.98911 -16.80528 3.36405
C 20.61128 -15.64020 2.51060
Cl 22.09976 -14.82219 3.13597
H 19.11900 -17.17059 2.81858
H 20.70632 -17.61816 3.47771
H 19.87212 -14.89863 2.20759
H 20.91016 -16.06398 1.55187
Cl 15.83315 -15.22653 -2.94983
C 14.10431 -15.43729 -3.27945
C 13.58645 -14.36748 -4.23870
Cl 14.24645 -14.36281 -5.94278
H 13.53231 -15.51991 -2.35528
H 13.92912 -16.40824 -3.74277
H 13.68672 -13.40521 -3.73661
H 12.54688 -14.67904 -4.34032
C 16.56423 -21.38197 -9.15088
C 16.77825 -20.51603 -10.21595
C 17.25069 -20.98867 -11.45036
C 17.85779 -22.29468 -11.46561
C 17.68366 -23.18616 -10.35316
C 16.97056 -22.68180 -9.26358
N 18.56604 -22.68139 -12.75995
O 18.63889 -21.83245 -13.66827
O 19.17311 -23.75161 -12.80561
H 16.28057 -20.98844 -8.18596
H 16.63301 -19.44719 -10.26967
H 17.26174 -20.32679 -12.30370
H 18.06130 -24.19788 -10.33893
H 16.94233 -23.18516 -8.30849
C 14.20001 -9.97302 4.19767
C 13.79670 -8.87287 3.52246
C 12.79049 -9.02796 2.59636
C 12.48102 -10.32041 2.17093
C 12.97226 -11.44858 2.74769
C 13.91345 -11.27151 3.79044
N 11.31591 -10.47381 1.15310
O 10.95733 -9.48974 0.50141
O 10.92755 -11.58771 1.02357
H 14.94529 -9.88460 4.97428
H 14.07710 -7.87412 3.82291
H 12.18522 -8.21004 2.23434
H 12.70050 -12.44452 2.43046
H 14.43606 -12.07907 4.28151
```

Calculated values
**F_max**: 2.83 eV Å⁻¹
**SMILES string**: O=[N+]([O-])c1ccccc1.O=[N+]([O-])c1ccccc1.ClCCCl.ClCCCl
**Gap between HOMO and LUMO**: 9.47 eV
**Total charge**: 0
**Lowest unoccupied orbital energy**: -0.6 eV
**M**: 444.14 Da
**ΔE to the lowest compared entry with this formula, charge and spin**: 38.86 kcal per mole